1.
28
Properties=species:S:1:pos:R:3 method="wB97M-V/def2-TZVPD" spin_multiplicity=1 e_lumo_ev=0.40 orbital_gap_ha=0.3635 e_above_lowest_kcal_mol=26.1 max_force_ev_per_a=3.40 homo_energy_ev=-9.50
C 2.134 -3.338 0.967
C 2.779 -2.399 0.182
C 0.767 -3.240 1.167
C 2.061 -1.369 -0.400
C 0.050 -2.215 0.580
C 0.689 -1.271 -0.216
C 0.583 1.713 0.545
C -2.839 1.166 -0.856
C -0.109 -0.206 -0.911
C -0.609 0.911 0.041
N -1.502 1.668 -0.790
O -1.246 5.513 0.272
O -1.809 3.226 -0.128
P -0.770 4.383 -0.513
H 2.691 -4.148 1.413
H 3.844 -2.472 0.012
H 0.256 -3.974 1.772
H 2.570 -0.645 -1.021
H -1.020 -2.158 0.723
H 1.095 2.200 -0.280
H 1.276 1.038 1.041
H 0.269 2.467 1.266
H -3.264 0.943 0.130
H -3.459 1.901 -1.364
H -2.832 0.256 -1.457
H 0.490 0.266 -1.692
H -0.966 -0.682 -1.390
H -1.129 0.464 0.906

---

2.
25
Properties=species:S:1:pos:R:3 method="wB97M-V/def2-TZVPD" spin_multiplicity=1 e_lumo_ev="-0.94 / -0.94" orbital_gap_ha="0.2088 / 0.2088" e_above_lowest_kcal_mol=140.4 max_force_ev_per_a=3.86 homo_energy_ev="-6.62 / -6.62"
C 2.831 -1.591 0.368
C 1.953 -2.442 -0.232
C 2.877 -0.234 0.560
C 0.506 -2.323 -0.654
C 2.012 0.884 0.314
C -0.443 -1.453 -0.897
C 2.525 2.284 0.488
C -3.102 0.951 0.241
C -1.503 -0.568 -1.096
C -2.050 -0.190 0.280
O 0.883 0.690 -0.241
H 3.844 -2.089 0.572
H 2.331 -3.418 -0.531
H 3.879 -0.031 1.011
H 0.079 -3.383 -0.799
H 2.055 2.724 1.330
H 2.148 2.753 -0.447
H 3.638 2.269 0.415
H -4.121 0.670 0.510
H -3.137 1.319 -0.814
H -2.605 1.809 0.755
H -1.014 0.319 -1.478
H -2.270 -1.155 -1.693
H -2.475 -1.159 0.742
H -1.193 0.000 0.896

---

3.
26
Properties=species:S:1:pos:R:3 method="wB97M-V/def2-TZVPD" spin_multiplicity=1 smiles="CC(C)=C(O)C/C=C(/C)C=C=O" e_lumo_ev=0.81 orbital_gap_ha=0.3185 e_above_lowest_kcal_mol=101.1 max_force_ev_per_a=3.90 homo_energy_ev=-7.86
C 2.235 0.765 -0.509
C 1.012 1.678 -0.629
C 1.319 3.171 -0.806
C -0.132 1.371 -0.023
O -1.158 2.317 -0.057
C -0.329 0.335 1.025
C -0.240 -1.274 1.080
C -0.676 -2.111 0.167
C -0.817 -3.669 0.243
C -1.349 -1.461 -1.007
C -2.250 -0.672 -0.523
O -3.006 -0.014 -0.007
H 2.149 0.164 0.396
H 3.221 1.283 -0.439
H 2.156 0.300 -1.486
H 0.415 3.849 -0.914
H 2.086 3.369 -1.570
H 1.986 3.366 0.193
H -1.795 2.071 0.616
H -1.407 0.296 1.231
H 0.240 0.605 1.912
H 0.130 -1.619 2.104
H -1.063 -4.017 1.294
H 0.198 -4.079 0.091
H -1.560 -4.121 -0.428
H -1.365 -1.901 -1.956

---

4.
28
Properties=species:S:1:pos:R:3 method="wB97M-V/def2-TZVPD" spin_multiplicity=1 e_lumo_ev=-0.16 orbital_gap_ha=0.3111 e_above_lowest_kcal_mol=55.9 max_force_ev_per_a=4.33 homo_energy_ev=-8.63
C -1.773 0.608 0.071
C -2.095 -0.620 0.444
C 0.109 -0.132 -1.553
C 0.490 -1.309 -0.791
C 0.966 0.556 -2.578
C 1.105 2.040 -1.998
C -0.882 0.962 -1.111
C 0.419 1.710 -0.611
C -0.517 -3.081 1.309
C 0.712 0.235 1.737
O -1.691 -2.882 -1.050
O 2.828 0.259 -0.166
P -1.054 -2.037 -0.017
P 1.394 0.214 0.066
H -2.526 1.438 0.261
H -2.754 -0.670 1.350
H 2.088 0.184 -2.522
H 0.543 0.434 -3.537
H 2.170 2.288 -1.901
H 0.527 2.781 -2.569
H -1.529 1.513 -1.810
H 0.159 2.581 0.012
H -0.056 -2.557 2.079
H -1.441 -3.645 1.548
H 0.093 -3.727 0.773
H -0.122 0.883 1.846
H 0.457 -0.782 1.928
H 1.629 0.547 2.325

---

5.
28
Properties=species:S:1:pos:R:3 method="wB97M-V/def2-TZVPD" spin_multiplicity=1 smiles="O=C1OC(S)(S)C2=C1CCCCCC2" e_lumo_ev=0.43 orbital_gap_ha=0.3538 e_above_lowest_kcal_mol=0.0 max_force_ev_per_a=4.55 homo_energy_ev=-9.20
O 0.504 0.205 3.639
C 0.178 -0.319 2.619
O -0.579 -1.459 2.647
C -0.944 -1.847 1.397
S -0.615 -3.593 1.038
S -2.679 -1.456 1.055
C -0.036 -0.922 0.434
C 0.528 -0.008 1.189
C 1.619 0.952 0.720
C 1.187 2.305 0.204
C -0.110 1.982 -0.740
C -0.002 1.202 -2.021
C -0.602 -0.253 -1.867
C 0.207 -1.222 -1.002
H -1.479 -4.127 1.820
H -2.511 -1.763 -0.274
H 2.447 1.113 1.581
H 2.263 0.481 -0.054
H 0.882 2.994 0.914
H 1.995 2.748 -0.422
H -0.907 1.460 -0.211
H -0.609 2.987 -1.055
H 1.027 1.130 -2.442
H -0.644 1.739 -2.799
H -0.823 -0.688 -2.820
H -1.617 -0.233 -1.317
H 1.237 -1.146 -1.146
H 0.083 -2.261 -1.086

---

6.
34
Properties=species:S:1:pos:R:3 method="wB97M-V/def2-TZVPD" spin_multiplicity=1 e_lumo_ev="-11.53 / -11.95" orbital_gap_ha="0.1244 / 0.1089" e_above_lowest_kcal_mol=51.1 max_force_ev_per_a=5.65 homo_energy_ev="-14.91 / -14.91" total_charge=+2
I 2.177 -3.638 -1.413
I -1.124 -3.867 -0.638
Bi 0.475 -1.612 -0.075
P 0.053 0.453 -2.243
C -1.529 0.702 -3.110
C 0.888 2.027 -2.604
H 1.913 -0.842 -3.049
H 0.878 -0.204 -4.373
H 0.427 -1.649 -3.389
C 0.894 -0.667 -3.385
H 1.892 2.012 -2.168
H 0.936 2.154 -3.694
H -1.316 0.972 -4.154
H -2.091 1.507 -2.622
H 0.329 2.853 -2.151
H -2.137 -0.207 -3.070
C -2.166 -0.284 -0.005
O -3.251 0.028 0.157
Cl 2.660 -0.054 -0.175
N -0.876 -0.732 6.790
C -0.767 -1.222 5.510
O -1.052 -2.385 5.279
C -0.171 -0.273 4.498
C 0.656 0.808 4.857
C 1.210 1.608 3.850
C 0.953 1.214 2.516
N 0.276 0.108 2.151
C -0.313 -0.603 3.130
H -1.442 -1.278 7.419
H -0.935 0.260 6.923
H 0.871 1.001 5.906
H 1.832 2.494 4.043
H 1.307 1.804 1.670
H -0.919 -1.457 2.825